w:
Below is one molecule with the formula C2H4N2OS, with properties calculated with ωB97M-V/def2-TZVPD.

The SMILES is N/N=C/C(=O)S. For the HOMO energy, the calculation gives -9.6 eV.

Atoms and positions in Å:
1 C 0.25023 -0.35977 -0.19024
2 C 1.15928 0.42173 -0.95195
3 H -2.11252 -0.55350 1.44980
4 H -0.95556 -1.69363 1.11134
5 H 0.72413 -1.42660 -0.12401
6 H -0.07533 2.34025 -0.22479
7 N -1.11609 -0.61856 1.38895
8 N -0.62501 0.14061 0.55759
9 O 2.07387 -0.18542 -1.53643
10 S 0.67700 1.93490 -1.48024

Löwdin population analysis, charges in e, atoms 1 to 2: C -0.2154; C -0.9086

***

x:
Below is one molecule with the formula C2H4N2OS, with properties calculated with ωB97M-V/def2-TZVPD.

The SMILES is N/N=C/OC=S. For the HOMO energy, the calculation gives -8.7 eV.

Atoms and positions in Å:
1 C 0.11037 0.87448 -0.03300
2 C -1.92452 -0.21056 -0.06471
3 H 2.82553 0.21434 -0.05887
4 H 2.18399 -1.52455 -0.12685
5 H 0.39222 1.73742 0.55166
6 H -1.35378 -1.23115 0.02339
7 N 1.94183 -0.53484 0.08968
8 N 0.70004 -0.14428 -0.23703
9 O -1.29979 1.04498 -0.13275
10 S -3.57590 -0.22584 -0.01154

Löwdin population analysis, charges in e, atoms 1 to 2: C -0.2486; C -0.6802

***

y:
Below is one molecule with the formula C2H4N2OS, with properties calculated with ωB97M-V/def2-TZVPD.

The SMILES is C=NSC(N)=O. For the HOMO energy, the calculation gives -9.4 eV.

Atoms and positions in Å:
1 C -1.24887 -0.87558 -0.68720
2 C 1.18903 1.04683 1.62741
3 H -0.52318 -0.93630 -2.59212
4 H 0.54297 -0.13466 -1.47609
5 H 2.13954 1.55460 1.43909
6 H 0.85035 1.08590 2.67744
7 N -0.35032 -0.52465 -1.67273
8 N 0.57657 0.50432 0.65146
9 O -2.28365 -1.45571 -0.87822
10 S -0.89244 -0.26474 0.91096

Löwdin population analysis, charges in e, atoms 1 to 2: C -0.8766; C -0.1434

***

z:
Below is one molecule with the formula C2H4N2OS, with properties calculated with ωB97M-V/def2-TZVPD.

For the HOMO energy (alpha / beta), the calculation gives -9.8 / -9.8 eV.

Atoms and positions in Å:
1 C 1.85900 0.77207 0.05443
2 C -0.79268 -1.19165 0.13783
3 N 2.85584 0.39143 0.49647
4 N 0.76355 0.97430 -0.63350
5 O -1.91016 1.21199 -0.04380
6 S -0.89677 0.51583 0.71757
7 H -0.00939 -1.81331 0.56029
8 H -0.64882 -1.10964 -0.91780
9 H -1.73164 -1.64695 0.50409
10 H 0.51107 1.89594 -0.87558

Löwdin population analysis, charges in e, atoms 1 to 2: C -0.5041; C -0.2685

***

Energetically preferred structure: y | next structure: +214.4 kJ/mol

***

w:
Below is a 11-piece molecular cluster, C66H55N11O22 overall, with properties calculated with ωB97M-V/def2-TZVPD.

The SMILES is O=[N+]([O-])c1ccccc1.O=[N+]([O-])c1ccccc1.O=[N+]([O-])c1ccccc1.O=[N+]([O-])c1ccccc1.O=[N+]([O-])c1ccccc1.O=[N+]([O-])c1ccccc1.O=[N+]([O-])c1ccccc1.O=[N+]([O-])c1ccccc1.O=[N+]([O-])c1ccccc1.O=[N+]([O-])c1ccccc1.O=[N+]([O-])c1ccccc1. For the HOMO energy, the calculation gives -9.8 eV.

Atoms and positions in Å:
1 C 7.46538 -2.38974 -8.10836
2 C 8.62181 -1.53604 -8.04257
3 C 9.61430 -1.62627 -8.98726
4 C 9.44908 -2.56345 -10.05117
5 C 8.28134 -3.43188 -10.05466
6 C 7.31767 -3.29532 -9.11484
7 N 10.39770 -2.71811 -11.14616
8 O 10.43672 -3.77347 -11.74324
9 O 11.09980 -1.74659 -11.44332
10 H 6.66551 -2.27840 -7.39129
11 H 8.65904 -0.73234 -7.32211
12 H 10.46383 -0.96944 -8.87212
13 H 8.27020 -4.19600 -10.81782
14 H 6.50892 -3.97887 -8.90256
15 C 3.54811 9.56440 -4.08362
16 C 2.27846 8.86669 -4.11430
17 C 2.25569 7.50893 -4.54154
18 C 3.44125 6.90981 -5.04050
19 C 4.65961 7.73497 -5.18515
20 C 4.70259 9.01391 -4.60248
21 N 3.38978 5.42560 -5.50365
22 O 2.56306 4.69104 -5.01563
23 O 4.15271 5.07303 -6.35720
24 H 3.66531 10.54654 -3.64993
25 H 1.35818 9.34972 -3.82074
26 H 1.32684 6.97351 -4.41139
27 H 5.55823 7.42471 -5.69763
28 H 5.54576 9.67095 -4.75662
29 C -4.60779 -6.26271 3.61152
30 C -5.17165 -5.04060 3.37248
31 C -5.15890 -4.57006 2.09615
32 C -4.59248 -5.28631 1.00735
33 C -3.96366 -6.53841 1.33739
34 C -3.94037 -7.02516 2.62594
35 N -4.53268 -4.83858 -0.37387
36 O -4.91318 -3.71349 -0.66925
37 O -4.00587 -5.61668 -1.13996
38 H -4.59477 -6.50648 4.66357
39 H -5.71510 -4.36929 4.02087
40 H -5.46421 -3.55917 1.86966
41 H -3.74452 -7.12211 0.45552
42 H -3.43097 -7.89639 3.01046
43 C -11.36976 7.34575 3.31340
44 C -10.56937 6.68189 2.33867
45 C -11.05759 6.32237 1.09157
46 C -12.40047 6.59456 0.83164
47 C -13.23006 7.23929 1.78794
48 C -12.65591 7.67688 2.91127
49 N -12.82868 6.24077 -0.48766
50 O -14.04254 6.46115 -0.84413
51 O -12.04518 5.64529 -1.20770
52 H -10.95517 7.63795 4.26689
53 H -9.67987 6.29919 2.81692
54 H -10.41006 5.63321 0.56988
55 H -14.25290 7.50519 1.56547
56 H -13.27347 8.12508 3.67554
57 C 8.55087 1.60576 -1.57107
58 C 9.69760 2.36355 -1.86001
59 C 10.97089 1.76874 -1.61153
60 C 11.14273 0.44664 -1.31922
61 C 9.96241 -0.27226 -1.07079
62 C 8.67943 0.28891 -1.19607
63 N 12.50792 -0.16090 -1.24381
64 O 13.51120 0.56523 -0.93103
65 O 12.59604 -1.39309 -1.20944
66 H 7.61503 2.11242 -1.75522
67 H 9.40793 3.38688 -2.04788
68 H 11.78917 2.46676 -1.70947
69 H 10.09837 -1.26248 -0.66166
70 H 7.81086 -0.28001 -0.89889
71 C -9.06843 0.21132 -6.24344
72 C -10.44075 0.32462 -6.06653
73 C -11.23853 0.61549 -7.15690
74 C -10.63492 0.86926 -8.42484
75 C -9.26026 0.60831 -8.53716
76 C -8.47745 0.35222 -7.46229
77 N -11.40367 1.05654 -9.69133
78 O -10.90816 0.99436 -10.82299
79 O -12.55555 1.38197 -9.42313
80 H -8.45515 0.24348 -5.35504
81 H -10.94716 0.27591 -5.11386
82 H -12.27734 0.72957 -6.88442
83 H -8.65172 0.65187 -9.42833
84 H -7.40025 0.28195 -7.49520
85 C -13.41884 -3.93880 6.49506
86 C -12.40337 -3.19573 7.13798
87 C -11.83647 -2.07738 6.51621
88 C -11.95319 -2.04570 5.09631
89 C -12.79916 -2.92250 4.41807
90 C -13.61760 -3.77610 5.14652
91 N -11.01485 -1.15201 4.30378
92 O -11.33726 -1.00359 3.17475
93 O -9.98664 -0.69520 4.81205
94 H -13.90275 -4.78233 6.96481
95 H -12.21986 -3.43856 8.17420
96 H -11.06671 -1.51941 7.02862
97 H -12.94127 -2.95742 3.34802
98 H -14.16508 -4.46162 4.51666
99 C 0.85104 -1.41109 1.09596
100 C -0.00583 -1.11979 2.15725
101 C -1.11309 -0.34280 1.98359
102 C -1.31476 0.27817 0.73262
103 C -0.53260 -0.04555 -0.38593
104 C 0.56685 -0.89397 -0.17328
105 N -2.50192 1.17932 0.64377
106 O -3.27990 1.40111 1.53019
107 O -2.68159 1.59362 -0.45421
108 H 1.77704 -1.89753 1.36483
109 H 0.31058 -1.43108 3.14182
110 H -1.71089 -0.07912 2.84354
111 H -0.76136 0.41354 -1.33636
112 H 1.13624 -1.08747 -1.07035
113 C 10.34933 2.30012 6.04831
114 C 11.17733 1.17911 6.25817
115 C 10.68948 -0.06996 5.88134
116 C 9.34011 -0.25359 5.55043
117 C 8.56026 0.88863 5.31302
118 C 9.06813 2.09897 5.47899
119 N 8.81176 -1.55473 5.46444
120 O 7.56482 -1.64963 5.45104
121 O 9.51065 -2.49006 5.17608
122 H 10.63286 3.31100 6.30160
123 H 12.21120 1.19065 6.57022
124 H 11.44429 -0.83622 5.97892
125 H 7.48771 0.86515 5.18855
126 H 8.35826 2.91277 5.46490
127 C -3.15795 3.29958 8.63867
128 C -1.95257 2.54991 8.43863
129 C -0.78371 3.16765 8.34359
130 C -0.64142 4.53036 8.52129
131 C -1.74413 5.27325 8.65516
132 C -3.04428 4.73266 8.68333
133 N 0.66498 5.16966 8.33644
134 O 0.62080 6.38237 8.32746
135 O 1.66749 4.46565 8.21020
136 H -4.11993 2.82506 8.76447
137 H -2.05939 1.49390 8.23908
138 H 0.09078 2.53687 8.28206
139 H -1.67991 6.34105 8.80379
140 H -3.95784 5.30361 8.60696
141 C 9.99004 -11.11740 -0.17527
142 C 8.67446 -11.30588 -0.55821
143 C 7.95481 -10.30780 -1.05419
144 C 8.45249 -8.96049 -0.96605
145 C 9.69246 -8.73340 -0.40382
146 C 10.53129 -9.84019 -0.15118
147 N 7.67677 -7.85872 -1.54913
148 O 7.49488 -6.81529 -0.94048
149 O 7.18621 -8.04795 -2.70951
150 H 10.46534 -12.05001 0.09072
151 H 8.25182 -12.29938 -0.53108
152 H 7.02101 -10.47990 -1.56876
153 H 10.15905 -7.75941 -0.41134
154 H 11.55270 -9.79306 0.19657

Löwdin population analysis, charges in e, atoms 1 to 2: C -0.0623; C -0.0600

***

x:
Below is a 11-piece molecular cluster, C66H55N11O22 overall, with properties calculated with ωB97M-V/def2-TZVPD.

The SMILES is O=[N+]([O-])c1ccccc1.O=[N+]([O-])c1ccccc1.O=[N+]([O-])c1ccccc1.O=[N+]([O-])c1ccccc1.O=[N+]([O-])c1ccccc1.O=[N+]([O-])c1ccccc1.O=[N+]([O-])c1ccccc1.O=[N+]([O-])c1ccccc1.O=[N+]([O-])c1ccccc1.O=[N+]([O-])c1ccccc1.O=[N+]([O-])c1ccccc1. For the HOMO energy, the calculation gives -10.0 eV.

Atoms and positions in Å:
1 C -1.58495 -1.20797 1.75592
2 C -1.10746 -1.92685 0.66535
3 C -0.12810 -1.32577 -0.11046
4 C 0.35052 -0.06120 0.18974
5 C -0.13536 0.64489 1.27919
6 C -1.03980 0.00850 2.13407
7 N 1.31469 0.57664 -0.71556
8 O 1.51812 1.76517 -0.66656
9 O 1.84097 -0.16560 -1.51641
10 H -2.28811 -1.64351 2.45975
11 H -1.52772 -2.87014 0.34700
12 H 0.28714 -1.81223 -0.98440
13 H 0.16162 1.65102 1.54254
14 H -1.32764 0.35317 3.11709
15 C 3.85628 6.43968 -1.64224
16 C 2.92191 5.71318 -0.90411
17 C 3.19883 4.41910 -0.53109
18 C 4.41443 3.81820 -0.92751
19 C 5.26014 4.51402 -1.74869
20 C 5.04063 5.85152 -2.07616
21 N 4.67958 2.44788 -0.56326
22 O 4.09201 2.02995 0.41450
23 O 5.47983 1.79838 -1.20205
24 H 3.66063 7.48097 -1.86561
25 H 2.01451 6.22209 -0.60433
26 H 2.45119 3.88212 0.03836
27 H 6.14913 4.02487 -2.13034
28 H 5.72800 6.42142 -2.68169
29 C 5.42802 -1.70147 0.64877
30 C 4.88186 -2.64326 1.50988
31 C 3.93128 -3.53068 1.06941
32 C 3.54449 -3.50946 -0.27306
33 C 4.07155 -2.54311 -1.13212
34 C 4.95046 -1.59910 -0.64553
35 N 2.59813 -4.49588 -0.74207
36 O 1.74616 -4.11505 -1.52536
37 O 2.72946 -5.65015 -0.39633
38 H 6.11442 -0.97209 1.05875
39 H 5.26512 -2.76380 2.51550
40 H 3.55910 -4.31554 1.71556
41 H 3.75017 -2.49410 -2.16424
42 H 5.33559 -0.80299 -1.26800
43 C -0.99032 -5.38390 -2.22565
44 C -1.01660 -6.67127 -1.67138
45 C -1.97339 -7.07790 -0.75818
46 C -2.96904 -6.16421 -0.43881
47 C -3.01457 -4.91370 -0.99493
48 C -2.00029 -4.50208 -1.85667
49 N -4.03545 -6.55626 0.48674
50 O -3.87985 -7.59927 1.08356
51 O -5.06988 -5.93495 0.49433
52 H -0.31206 -5.10688 -3.01403
53 H -0.18324 -7.33624 -1.86372
54 H -1.91745 -8.01971 -0.23500
55 H -3.84672 -4.25462 -0.78875
56 H -2.04891 -3.55478 -2.38059
57 C -1.15255 -3.19647 7.24449
58 C -0.44351 -2.80880 6.12198
59 C -0.47650 -1.46908 5.79856
60 C -1.12286 -0.55748 6.63303
61 C -1.76735 -0.94861 7.79086
62 C -1.76476 -2.31995 8.11227
63 N -0.97098 0.87390 6.38346
64 O -1.02462 1.20659 5.20104
65 O -0.89369 1.64656 7.31383
66 H -1.12492 -4.24951 7.51080
67 H 0.04271 -3.57376 5.53619
68 H 0.12697 -1.02334 5.01535
69 H -2.21368 -0.25798 8.49054
70 H -2.27450 -2.66604 8.99838
71 C 0.97587 -6.65518 3.52356
72 C 0.59456 -6.04073 2.34961
73 C -0.58688 -5.31495 2.26398
74 C -1.39464 -5.23962 3.38821
75 C -1.00677 -5.81204 4.59677
76 C 0.17066 -6.54297 4.65185
77 N -2.66515 -4.52638 3.30942
78 O -3.27517 -4.30581 4.32839
79 O -3.02384 -4.15257 2.21099
80 H 1.93322 -7.15794 3.56641
81 H 1.17437 -6.05038 1.43338
82 H -0.86725 -4.78255 1.36557
83 H -1.59206 -5.76734 5.50392
84 H 0.46321 -7.06796 5.55079
85 C -5.91634 3.26857 1.63748
86 C -5.90554 3.77004 2.91115
87 C -5.45069 2.96880 3.97125
88 C -4.82096 1.76527 3.71938
89 C -4.73176 1.34552 2.38690
90 C -5.23512 2.07211 1.33438
91 N -4.32061 0.89813 4.78973
92 O -4.63297 1.13226 5.93957
93 O -3.59556 -0.01245 4.43199
94 H -6.27421 3.86174 0.80380
95 H -6.35026 4.71827 3.17706
96 H -5.48703 3.35805 4.98127
97 H -4.26952 0.38598 2.18819
98 H -5.12104 1.68075 0.33527
99 C -0.99846 3.31897 -1.71473
100 C -0.14134 4.30194 -2.19036
101 C -0.66882 5.55273 -2.49716
102 C -2.02734 5.75637 -2.40846
103 C -2.90488 4.74579 -2.00130
104 C -2.37504 3.55446 -1.56986
105 N -2.57166 7.02923 -2.81688
106 O -3.58369 7.45797 -2.29075
107 O -1.97002 7.63951 -3.69242
108 H -0.56947 2.33585 -1.58907
109 H 0.90647 4.09111 -2.34208
110 H 0.01652 6.32548 -2.81553
111 H -3.97656 4.88671 -2.00098
112 H -2.99107 2.70914 -1.29431
113 C -0.16217 3.65678 3.19833
114 C 0.91877 4.45427 2.85359
115 C 0.75025 5.51219 1.95780
116 C -0.54436 5.80902 1.53000
117 C -1.63064 5.06031 1.97576
118 C -1.45712 3.98159 2.80642
119 N -0.74905 7.02625 0.75462
120 O -1.81075 7.61196 0.82160
121 O 0.19073 7.41093 0.07617
122 H 0.13583 2.77112 3.74582
123 H 1.90966 4.27518 3.24634
124 H 1.56489 6.19414 1.75863
125 H -2.62921 5.32186 1.64620
126 H -2.30962 3.38309 3.09750
127 C 0.27389 -2.01641 -4.53390
128 C 0.32511 -0.76065 -5.12547
129 C 0.06436 -0.62059 -6.47127
130 C -0.14744 -1.73833 -7.28512
131 C -0.22851 -2.99839 -6.71684
132 C -0.01750 -3.09705 -5.33743
133 N -0.21837 -1.56299 -8.74258
134 O 0.00454 -2.54844 -9.41968
135 O -0.53009 -0.46414 -9.15815
136 H 0.52145 -2.13765 -3.48685
137 H 0.56479 0.09940 -4.51205
138 H 0.07988 0.35743 -6.93279
139 H -0.42734 -3.91010 -7.25806
140 H -0.12410 -4.08484 -4.91046
141 C 2.23663 2.68066 -5.58804
142 C 2.67509 1.97879 -6.67272
143 C 3.33797 0.76793 -6.49486
144 C 3.67941 0.40633 -5.20880
145 C 3.41267 1.19963 -4.10659
146 C 2.61479 2.32861 -4.28966
147 N 4.48900 -0.82323 -5.00183
148 O 4.36627 -1.67063 -5.86474
149 O 5.14765 -0.93438 -3.99614
150 H 1.73564 3.63811 -5.69018
151 H 2.54822 2.34479 -7.68340
152 H 3.70831 0.21153 -7.34298
153 H 3.59412 0.97080 -3.06535
154 H 2.33437 2.92017 -3.43111

Löwdin population analysis, charges in e, atoms 1 to 2: C -0.0578; C -0.0417

***

Energetically preferred structure: x | next structure: +768.2 kJ/mol